Density functional theory data (ωB97M-V with the def2-TZVPD basis set) for a single C2H3F2P molecule at a distorted geometry.

LUMO energy, eV: -0.06
SMILES: C=CP(F)F
Frontier orbital gap, eV: 10.6172
ΔE to the lowest compared entry with this formula, charge and spin, kcal/mol: 11.7
2S+1: 1
Charge: 0

Positions of all 8 atoms, in Å:
C  0.2582  0.1207  -0.3851
C  -0.8044  -0.5899  -0.0482
F  -2.4266  -0.2299  -2.0140
F  -3.2696  -1.6615  0.0225
P  -1.8101  -1.5074  -1.2577
H  0.8346  0.6648  0.3446
H  0.6023  0.1947  -1.4075
H  -1.1316  -0.6888  0.9788